1.
A 2-piece molecular cluster, C4H11N3O2 overall in a non-equilibrium geometry. Source: the OMol25 dataset; level of theory: the ωB97M-V functional and the def2-TZVPD basis.

## Properties
SMILES = CN=C(N)N.CC(=O)O
DFT total energy = -473.66083 a.u.
max |F| = 8.93 eV Å⁻¹
gap between HOMO and LUMO = 0.353 Ha
LUMO energy = 0.0310 hartree
E_HOMO = -8.8 eV

Each line ends with the natural charge from an NBO analysis.
Positions of all 20 atoms, in Å:
O1 1.17086 1.17998 0.42219  -0.70
O2 0.52914 -0.33315 1.92556  -0.60
N1 -0.60165 -0.29310 -0.48523  -0.55
N2 -2.66423 0.60884 -0.55089  -0.86
N3 -2.19849 -1.04637 -2.24804  -0.85
C1 -1.76422 -0.36627 -1.06445  0.58
C2 0.40306 -1.25730 -0.62446  -0.49
C3 2.51110 1.13666 2.13686  -0.73
C4 1.38345 0.50414 1.54152  0.78
H1 0.38614 -2.29755 -0.95464  0.18
H2 1.12149 -0.72052 -1.19297  0.18
H3 3.28981 0.42743 2.34665  0.24
H4 2.17799 1.80507 2.91462  0.25
H5 -2.68338 1.05279 0.31567  0.41
H6 -1.66014 -1.83074 -2.55878  0.39
H7 0.75340 0.94399 -0.28314  0.50
H8 -3.20290 -1.31600 -2.09972  0.39
H9 0.78330 -1.32883 0.38122  0.24
H10 -2.77749 1.21538 -1.40099  0.37
H11 3.04276 1.91553 1.47903  0.24

Cartesian forces (eV/Å) of the 3 atoms listed first:
O 5.8 4.3 5.3
O 3.7 2.1 0.7
N -4.4 -1.6 -1.8


2.
C18H40MgO12S4 as an isolated structure in a non-equilibrium geometry. Source: the OMol25 dataset; level of theory: the ωB97M-V functional and the def2-TZVPD basis.

## Properties
DFT total energy = -3405.07003 a.u.
max |F| = 6.76 eV Å⁻¹
gap between HOMO and LUMO = 0.155 Ha
LUMO energy = -0.1095 hartree
E_HOMO = -7.2 eV

Each line ends with the Löwdin charge.
Positions of all 75 atoms, in Å:
S1 -3.04897 -3.67140 7.01112  0.82
S2 -6.43555 -3.41745 -0.85369  0.79
S3 5.59173 2.89162 -5.86397  0.83
S4 -0.78724 4.18284 6.56298  0.81
Mg1 -3.65151 0.43413 2.66944  0.82
O1 -3.44842 0.20627 -9.19297  0.13
O2 -2.97589 2.54882 0.02534  -0.23
O3 -2.99431 -1.09665 -10.92769  0.11
O4 -1.01363 0.30849 0.50987  -0.24
O5 -1.74719 -1.22645 -9.01052  0.09
O6 -6.01570 -2.32436 0.06082  -0.58
O7 5.21994 0.25646 4.79352  0.07
O8 -0.96610 3.09397 5.54289  -0.59
O9 -3.68858 -2.84275 5.93506  -0.60
O10 7.19546 1.34021 5.09751  0.12
O11 6.42703 0.58600 3.01228  0.06
O12 6.67862 3.91701 -6.05088  -0.58
C1 0.46211 5.27460 5.69934  -0.24
C2 -6.84476 -2.75606 -2.54376  -0.24
C3 5.57589 2.42759 -3.97823  -0.22
C4 -2.63708 0.64297 -8.14551  -0.12
C5 -0.33634 0.02962 -7.71065  -0.03
C6 6.35852 0.78692 4.37722  -0.50
C7 0.27134 3.64992 7.92264  -0.28
C8 -2.74780 -0.70582 -9.77576  -0.55
C9 -3.63116 -5.41814 6.77086  -0.26
C10 -1.71134 -0.49688 -7.80489  -0.36
C11 -1.85330 2.28519 -0.85416  -0.34
C12 -3.98597 -3.20225 8.56031  -0.25
C13 5.24423 0.09351 2.45315  -0.35
C14 4.49146 -0.37745 3.75026  -0.06
C15 -4.97845 -4.42148 -1.38681  -0.25
C16 6.54286 1.44889 -6.37173  -0.28
C17 -0.76774 1.48084 -0.25199  -0.39
C18 5.62546 -0.97110 1.52244  -0.04
H1 0.00681 5.62295 4.77227  0.05
H2 6.61265 2.16692 -3.76547  0.03
H3 0.75154 6.10976 6.33717  0.04
H4 7.32268 1.21415 -5.64724  0.05
H5 -4.31905 -3.88397 -2.06826  0.05
H6 -1.92820 -1.09763 -6.92161  0.16
H7 -5.82145 -2.64103 -2.90110  0.02
H8 -4.59372 -5.63053 7.23613  0.04
H9 -2.94128 -6.09906 7.26937  0.04
H10 -1.39300 3.12997 -1.36658  0.10
H11 6.12529 -0.70907 0.58991  0.09
H12 6.30977 -1.75492 1.84716  0.10
H13 5.83835 0.66463 -6.64868  0.05
H14 6.93835 1.85892 -7.30102  0.04
H15 -3.81836 -5.66471 5.72575  0.05
H16 -0.09576 0.80384 -6.98208  0.10
H17 1.32077 4.62920 5.51420  0.05
H18 0.92327 2.84475 7.58385  0.06
H19 -7.14236 -3.61893 -3.13958  0.05
H20 0.00965 1.31535 -0.99790  0.10
H21 -5.03586 -3.15217 8.27166  0.05
H22 -0.22239 2.26753 0.26936  0.10
H23 4.66963 -1.42968 1.26908  0.09
H24 -5.29428 -5.42312 -1.67847  0.05
H25 5.27864 3.27343 -3.35831  0.04
H26 -2.31245 1.67738 -8.25830  0.15
H27 -2.27368 1.72292 -1.68797  0.10
H28 -3.25745 0.73935 -7.25447  0.14
H29 3.53676 0.13868 3.64898  0.13
H30 4.47126 -1.46726 3.74819  0.13
H31 -4.50733 -4.38480 -0.40457  0.04
H32 -7.43417 -1.83938 -2.52413  0.06
H33 0.13970 -0.93649 -7.54297  0.09
H34 -3.64224 -2.24495 8.95215  0.04
H35 -0.03676 0.33756 -8.71241  0.10
H36 -3.86389 -3.95133 9.34266  0.04
H37 4.64864 0.89370 2.01377  0.15
H38 4.94472 1.57828 -3.71666  0.04
H39 -0.30409 3.51435 8.83840  0.05
H40 0.97153 4.46749 8.09417  0.04

Cartesian forces (eV/Å) of the 3 atoms listed first:
S -0.9 0.3 -0.1
S -1.3 -0.7 -0.6
S 1.5 0.0 1.7